# 1
49
Properties=species:S:1:pos:R:3:forces:R:3:lowdin_charge:R:1 method="wB97M-V/def2-TZVPD" smiles="CCCCOc1ccc(C(=O)N2CCN(c3ncccn3)CC2)cc1" relative_energy_ev=0.922 mol_weight_g_mol=340.427 total_charge=0 energy_ha=-1107.93741
H -2.613 7.476 -1.184 0.0 0.1 0.0 0.1070
C -0.289 -2.487 1.684 0.1 -0.2 0.1 0.0084
C -0.518 7.453 -0.644 0.0 0.0 0.0 -0.0689
H -1.443 1.715 -2.999 -0.1 0.0 0.0 0.1377
H -2.854 2.751 -0.480 -0.1 0.0 -0.1 0.1318
O -2.036 -1.102 -2.395 0.0 -0.2 -0.2 0.0727
H 3.343 -8.273 4.207 -0.1 -0.1 0.1 0.0718
C 2.128 -5.208 1.623 0.3 -0.3 0.1 -0.2168
H 1.518 6.912 -0.148 0.0 0.1 0.0 0.1068
H -1.633 -0.889 1.274 -0.1 0.1 0.1 0.1190
C -2.241 2.896 -1.380 -0.3 -0.1 -0.2 -0.1302
C -1.393 -0.680 -1.451 0.0 0.1 0.1 -0.4300
N 0.400 5.263 -0.554 0.1 -0.3 0.0 0.1221
C 4.165 -7.781 3.693 0.0 0.0 -0.3 -0.1157
C -0.816 4.809 -0.896 0.1 0.5 0.1 -0.3655
H 0.679 2.373 -1.712 0.1 0.0 0.1 0.1339
C 0.618 -3.415 1.165 -0.2 0.2 -0.1 -0.2639
H 3.202 -7.741 1.771 0.0 0.0 -0.1 0.1095
H -0.959 1.470 0.710 0.1 0.0 0.0 0.1292
O 1.201 -4.239 2.070 -0.2 0.2 0.1 -0.0400
H 0.368 -2.567 -2.098 0.0 0.0 -0.1 0.1230
C -1.731 6.877 -0.995 0.3 0.2 0.1 -0.1387
H 2.968 -4.720 1.108 -0.1 0.0 0.0 0.1333
H 1.644 -5.902 0.922 0.0 0.1 0.0 0.1346
C -2.014 1.563 -2.074 -0.3 0.0 -0.1 -0.1170
H 0.814 3.038 -0.075 -0.1 -0.2 -0.1 0.1153
C 3.658 -7.033 2.467 -0.1 0.1 0.2 -0.2734
H -0.477 -2.497 2.746 0.0 0.0 0.1 0.1189
N -1.895 5.575 -1.118 -0.2 -0.3 0.0 0.1244
H -2.964 1.097 -2.346 0.1 0.1 0.0 0.1293
C 0.852 -3.436 -0.207 0.2 -0.3 0.2 -0.0064
C -0.421 1.259 -0.224 0.3 0.2 0.2 -0.1283
H 3.082 -5.250 3.537 0.0 0.0 0.1 0.1214
C 0.198 -2.539 -1.032 -0.2 0.3 0.0 -0.0080
H 1.783 -6.427 3.347 0.0 0.0 0.1 0.1216
C -0.923 -1.587 0.857 0.1 -0.1 -0.1 -0.0326
H 1.533 -4.150 -0.644 0.1 -0.1 0.0 0.1042
C 0.128 2.569 -0.782 0.3 -0.2 0.2 -0.1266
N -0.966 3.480 -1.027 0.0 -0.3 0.0 -0.0641
H 4.893 -8.536 3.406 0.1 -0.1 0.1 0.0677
H -2.769 3.590 -2.036 0.0 -0.2 0.1 0.1169
C -0.675 -1.593 -0.514 0.0 -0.3 0.0 -0.1627
C 2.635 -5.966 2.845 0.0 0.1 -0.4 -0.1908
H 4.640 -7.093 4.390 0.1 0.0 0.1 0.0717
C 0.530 6.568 -0.430 -0.2 0.2 0.0 -0.1395
H 0.400 0.576 0.001 -0.1 0.2 0.0 0.1296
H -0.398 8.518 -0.543 0.0 0.1 0.0 0.0903
N -1.306 0.649 -1.193 -0.1 0.1 -0.1 -0.0416
H 4.500 -6.561 1.955 0.0 0.0 -0.1 0.1092


# 2
50
Properties=species:S:1:pos:R:3:forces:R:3:lowdin_charge:R:1 method="wB97M-V/def2-TZVPD" smiles="[H]/N=c1/[nH]cc(C(=O)N2C[C@H](C)[C@H](NC(=O)CCc3cccc(C)c3)C2)o1" relative_energy_ev=1.497 mol_weight_g_mol=356.426 total_charge=0 energy_ha=-1183.20758
C 0.952 0.715 1.376 0.0 0.1 0.0 -0.2563
H 3.040 -4.265 1.051 0.0 0.0 0.0 0.1238
C -0.193 2.442 0.234 0.0 0.0 0.0 -0.0946
H -0.784 2.701 -0.641 0.0 0.0 0.0 0.1236
H 0.815 -0.586 -1.137 0.0 0.0 0.0 0.0553
H -2.066 -3.381 -1.273 0.0 0.0 0.0 0.0774
C 2.876 -0.783 1.309 0.0 0.0 0.1 -0.4845
H -1.025 -0.149 1.707 0.0 0.0 0.0 0.1280
C 2.470 -3.333 1.008 0.0 0.0 0.1 -0.1510
C -2.942 3.423 1.004 0.0 0.0 0.0 -0.1466
H -1.858 6.509 -0.921 0.0 0.0 0.0 0.0506
C 0.807 -2.886 -2.931 0.0 0.0 0.0 -0.0576
H 0.337 3.338 0.564 0.0 0.0 0.0 0.1301
C 1.895 -3.160 -0.378 0.0 -0.1 0.0 -0.2422
H -0.812 -0.069 -0.677 0.0 0.0 0.0 0.0903
H -0.066 -3.796 0.197 0.0 0.0 0.0 0.1211
N 1.537 -0.601 1.476 0.0 0.0 0.0 0.1256
N -4.338 4.993 0.408 0.0 0.0 0.0 0.1226
C -2.326 2.228 1.608 -0.1 -0.1 0.0 -0.4106
H 3.725 -2.459 -1.268 0.0 0.0 0.0 0.1159
C 2.685 -2.714 -1.434 0.0 0.0 0.0 -0.0422
H 0.035 0.736 -1.996 0.0 0.0 0.0 0.0880
H -5.050 3.274 1.527 0.0 0.0 0.0 0.1396
C 2.141 -2.581 -2.702 0.0 0.0 0.0 -0.0734
O -3.000 1.547 2.373 0.0 0.0 0.0 0.0602
H 1.595 1.399 1.933 0.0 0.0 0.0 0.1584
H 3.633 -2.342 2.520 0.0 0.0 0.0 0.1268
H 0.388 -2.771 -3.923 0.0 0.0 0.0 0.1109
C 0.559 -3.457 -0.624 0.0 0.0 0.0 -0.0195
O -2.226 4.402 0.319 0.0 0.0 0.0 0.0771
C -0.456 0.753 1.960 0.0 0.0 0.0 -0.0817
H -1.835 -3.169 -3.012 0.0 0.0 0.0 0.0757
C -3.102 5.390 -0.056 0.0 0.0 0.0 -0.4825
H -5.165 5.542 0.274 0.0 0.0 0.0 0.1559
C 0.768 1.287 -0.041 0.0 0.0 0.0 -0.2736
C -1.449 -3.670 -2.125 0.0 0.0 0.0 -0.0482
H -0.473 0.855 3.045 0.0 0.0 0.0 0.1355
C -0.003 -3.328 -1.891 0.0 0.0 0.0 -0.2798
O 3.634 0.150 1.116 0.0 0.0 0.0 0.0671
H 1.722 1.651 -0.421 0.0 0.0 0.0 0.1438
H 2.761 -2.229 -3.517 0.0 0.0 0.0 0.1061
N -1.046 1.918 1.314 0.1 0.0 0.0 -0.0092
C 3.395 -2.201 1.463 0.0 -0.1 -0.1 -0.1015
H 4.343 -2.225 0.929 0.0 0.0 0.0 0.1142
H -1.575 -4.745 -2.271 0.0 0.0 0.0 0.0838
C 0.168 0.281 -1.014 0.0 0.0 0.0 -0.0304
C -4.226 3.784 1.063 0.0 0.0 0.0 0.0074
H 1.649 -3.463 1.719 0.0 0.0 0.0 0.1099
N -2.844 6.446 -0.695 0.0 0.0 0.0 0.1344
H 0.926 -1.400 1.452 0.0 0.0 0.0 0.1264


# 3
50
Properties=species:S:1:pos:R:3:forces:R:3:lowdin_charge:R:1 method="wB97M-V/def2-TZVPD" smiles="[H]/N=c1/[nH]cc(C(=O)N2C[C@H](C)[C@H](NC(=O)CCc3cccc(C)c3)C2)o1" relative_energy_ev=1.837 mol_weight_g_mol=356.426 total_charge=0 energy_ha=-1183.19508
H -1.031 -0.468 -0.064 -0.2 0.1 0.0 0.1042
H 0.142 -2.643 -4.784 0.2 -0.1 0.0 0.1125
H -0.724 2.627 -0.981 0.0 0.1 0.0 0.0764
H -1.762 2.864 -2.383 -0.1 0.0 0.0 0.0814
H -1.558 -0.521 -2.417 -0.1 0.0 0.0 0.1205
H -2.007 3.941 5.409 0.3 -0.2 0.4 0.1616
C 1.414 -0.824 1.339 0.7 0.4 -0.2 -0.2726
C 0.826 1.791 -3.110 0.1 -0.6 -0.2 -0.0578
H 2.565 -0.157 -0.420 0.1 0.0 0.0 0.0736
H 1.155 0.840 -0.076 -0.1 0.0 0.0 0.0746
C 0.415 -1.822 0.730 0.0 0.6 -0.2 -0.2272
C 0.621 -0.212 2.505 0.4 -1.1 -0.5 -0.0996
H 1.326 -1.481 -1.151 -0.1 0.0 0.0 0.1120
O -0.762 1.176 4.480 0.3 0.1 0.6 0.1063
H -1.768 -1.763 0.881 0.0 0.2 0.3 0.1406
N 0.760 -2.148 -0.651 0.5 0.5 0.8 0.1233
C -0.086 -2.383 -3.749 0.2 0.3 0.0 -0.1308
C 1.696 0.995 -3.857 -0.4 -0.1 0.2 -0.0751
C 0.222 -0.902 -3.561 -0.2 -0.3 0.1 -0.2349
N -0.761 -0.199 2.001 0.1 0.1 0.3 -0.0012
H 0.228 1.234 6.625 0.2 -0.2 0.2 0.0517
C 0.278 -3.189 -1.335 -0.8 -1.2 -0.5 -0.4944
C 1.962 0.268 0.383 -0.5 -0.4 0.2 -0.0349
H -2.056 1.519 -1.263 0.0 0.0 -0.1 0.0659
H 1.067 2.830 -2.937 0.0 0.1 0.1 0.1092
H 1.784 -3.093 -2.861 0.1 0.2 -0.1 0.1130
O -2.578 1.030 1.446 0.4 -0.1 0.5 0.0546
H 0.709 -0.924 3.327 -0.1 0.4 0.4 0.1272
C -0.867 2.136 5.446 0.1 0.0 0.3 -0.4875
C -0.919 -1.079 0.833 0.1 0.4 -0.3 -0.0588
H -1.159 -2.564 -3.650 0.1 0.0 0.3 0.1197
C 1.396 -0.349 -4.081 -0.2 0.3 0.3 -0.0511
O -0.490 -4.010 -0.846 0.2 0.3 0.0 0.0531
C -1.507 1.602 3.440 -0.9 -0.1 -2.1 -0.2042
H 1.045 0.761 2.764 -0.5 -0.1 0.1 0.1304
H 2.603 1.421 -4.261 0.1 0.0 0.0 0.0989
H 2.600 0.975 0.916 0.0 -0.1 0.1 0.0832
C -1.653 0.801 2.230 -0.5 -0.4 -1.3 -0.3954
H -2.780 3.386 3.103 0.3 -0.4 0.0 0.1483
N -0.302 2.089 6.559 0.2 0.3 0.8 0.1436
C -0.352 1.248 -2.592 -0.3 0.1 0.3 -0.2751
C 0.716 -3.302 -2.794 -0.1 0.1 0.0 -0.0894
H 2.080 -0.960 -4.652 0.0 -0.1 -0.1 0.1096
C -1.284 2.109 -1.760 0.2 -0.2 -0.1 -0.0466
N -1.690 3.109 4.942 -0.4 0.9 0.4 0.1246
H 0.595 -4.343 -3.094 -0.2 0.0 0.1 0.1176
C -2.104 2.770 3.683 0.0 -0.1 -0.2 0.0147
C -0.653 -0.095 -2.826 0.7 0.3 -0.3 -0.0154
H 0.385 -2.703 1.382 0.1 -0.1 -0.5 0.1605
H 2.264 -1.386 1.732 0.1 0.1 0.0 0.1393


# 4
57
Properties=species:S:1:pos:R:3:forces:R:3:lowdin_spin:R:1 method="wB97M-V/def2-TZVPD" s2=0.92 spin_multiplicity=2 mol_weight_g_mol=677.764 total_charge=+3 energy_ha=-9264.98940
C 2.142 -0.409 3.257 0.2 1.3 -0.4 0.0349
C 0.737 -2.346 3.927 0.1 -0.3 -0.1 0.0252
O 0.573 -0.893 -3.914 -1.2 0.1 0.5 0.0000
O 3.045 -1.088 -3.717 -1.7 0.7 0.0 0.0000
O -1.756 -2.139 3.982 5.7 2.6 -0.8 0.3850
C -1.399 -3.605 -1.928 4.1 -1.6 4.2 0.0001
C -0.360 -0.269 3.180 1.2 0.9 0.1 0.1115
C -0.561 -1.619 3.798 -3.4 -1.8 0.0 -0.0232
H -4.347 4.581 1.375 0.3 0.0 -0.3 0.0000
H 0.818 -3.406 4.117 -0.9 -0.2 0.3 0.0106
C -1.513 0.758 -0.916 -1.0 -0.6 -2.1 0.0002
C -2.246 4.406 2.152 -1.0 1.1 0.8 0.0003
H 4.011 0.689 0.361 0.2 -0.5 0.6 0.0000
H 1.055 1.830 -3.126 0.0 0.2 -0.2 0.0000
K -2.353 -0.605 -4.104 0.4 -0.8 0.2 0.0000
H 1.459 -5.265 -1.056 0.1 -0.3 0.5 0.0000
H -1.251 0.242 2.845 -0.2 0.1 0.1 0.0116
C 1.986 1.443 -3.542 -0.4 -1.7 0.1 0.0000
O 1.775 -0.400 -1.747 -1.3 -1.5 -0.1 0.0000
C -3.550 5.190 1.801 1.0 0.1 -1.2 0.0002
C 3.020 0.709 -0.094 2.1 -0.2 0.6 0.0014
H 2.818 -2.389 3.666 0.1 -0.2 0.2 0.0076
H -2.429 0.166 -0.927 -0.2 0.1 0.5 0.0000
C 0.385 -4.086 0.541 -0.1 -2.4 -0.1 -0.0001
H 3.860 -0.546 -1.526 -0.2 -0.4 -0.3 0.0001
C -1.752 2.173 -1.631 0.7 -0.7 1.7 0.0001
H -1.491 5.115 2.491 -0.2 -0.1 0.4 0.0000
H 2.823 1.737 -2.909 0.0 -0.2 -0.1 0.0000
H 0.874 1.401 2.753 0.4 0.1 -0.1 0.0099
C -1.534 -2.916 -0.680 1.2 1.2 4.1 0.0009
H 0.092 -4.845 -2.865 -0.1 -0.3 -0.1 0.0000
C 0.568 -4.693 -0.846 0.0 0.8 -0.5 0.0003
Br -2.905 3.340 3.662 0.6 -0.4 0.0 0.0060
C 0.879 0.340 2.957 -2.7 -1.4 0.7 0.1272
H 3.097 -1.436 -0.230 -1.2 -0.6 -0.6 0.0000
H -0.741 2.543 -1.459 -0.5 1.5 0.0 0.0000
O -1.988 2.140 -3.018 -0.8 -1.0 -3.3 0.0007
H -2.606 2.614 -1.117 0.5 0.6 0.2 0.0000
H -1.708 3.741 1.476 -0.8 0.1 -0.5 0.0001
H -0.807 0.132 -1.461 0.4 0.3 -0.3 0.0000
C -0.220 -4.436 -1.915 1.9 -1.4 0.0 0.0001
C 2.965 -0.591 -0.906 0.7 3.0 -0.1 0.0002
O 0.924 -4.605 1.541 -1.5 2.5 -2.3 0.0013
Zn -2.849 3.097 -4.641 1.1 -0.3 2.9 -0.0004
O 3.213 0.149 3.135 -0.9 -0.7 0.3 0.2797
H -2.362 -2.224 -0.703 -0.1 0.3 0.6 0.0000
H 2.370 0.881 0.763 -0.5 -0.1 -0.6 0.0008
H -3.999 5.665 2.674 0.6 0.2 -0.1 0.0000
Br -3.099 6.672 0.476 -0.3 -1.1 0.8 -0.0002
H -1.089 0.814 0.086 -0.3 0.7 0.0 0.0002
O -2.112 -3.463 -2.825 -3.7 1.4 -4.8 0.0001
H 3.268 1.607 -0.661 -1.1 0.1 -0.5 0.0000
C 1.917 -1.794 3.678 0.5 -0.4 0.1 0.0097
S 1.805 -0.436 -3.353 4.3 1.5 0.3 0.0000
H 2.167 1.725 -4.579 -0.1 -0.2 0.1 0.0000
H -0.918 -2.363 1.259 0.0 -0.2 0.3 -0.0009
C -0.699 -3.036 0.444 -1.8 0.5 -1.9 -0.0013